44
Properties=species:S:1:pos:R:3:forces:R:3 method="wB97M-V/def2-TZVPD" lumo_energy_ev="0.628 / -0.800" homo_lumo_gap_ha="0.309 / 0.254" multiplicity=2 e_tot_ev=-28004.52876 de_lowest_kcal_mol=38.9 homo_energy_ha="-0.2864 / -0.2834"
Ag -0.3588 -0.5856 -0.4822 -0.93 -0.79 -1.43
C -4.3278 0.8247 -0.2465 -1.09 -0.21 0.30
C -3.1066 -0.0114 -0.2050 2.24 0.31 -0.22
O -2.7410 -0.6393 -1.2023 -0.92 -0.84 -2.13
O -2.2909 0.0591 0.7491 -0.05 0.82 2.09
H -5.0875 0.2303 -0.7540 -0.26 0.20 0.10
H -4.1753 1.7226 -0.8455 0.21 -0.02 0.02
H -4.6395 1.1080 0.7588 -0.10 0.03 -0.12
O 0.4411 -1.6953 -2.1704 0.19 -0.01 1.11
H 0.7809 -2.4864 -1.7086 -0.18 0.38 -0.44
C -0.2791 3.5627 -2.4998 0.50 1.90 0.97
C 0.2743 2.4374 -1.5993 -1.14 1.09 -0.87
C 0.0846 2.6711 -0.0898 0.19 -0.87 -0.19
O 0.2565 1.4158 0.6089 -1.23 1.06 0.19
C 0.2532 1.5914 2.0285 1.45 0.75 0.13
N -0.4476 1.2547 -2.0694 1.67 -1.30 0.41
H -1.2579 3.9109 -2.1698 -0.31 -0.40 -0.05
H -0.3050 3.4050 -3.5780 -0.01 -0.80 0.17
H 0.3146 4.4742 -2.4299 0.33 0.19 0.24
H 1.3396 2.3981 -1.8264 0.01 -0.79 0.02
H -0.9082 3.1121 -0.0006 -0.28 -0.21 0.69
H 0.8330 3.3262 0.3560 0.01 0.51 -0.39
H -0.4184 2.3241 2.4759 -0.65 -0.01 -0.72
H 1.2456 2.0067 2.2040 0.31 0.03 0.60
H 0.1704 0.6916 2.6380 -0.18 -0.36 -0.83
H -1.4360 1.3252 -2.2652 -0.24 0.46 0.35
H 0.0075 1.0827 -2.9545 -0.25 -0.87 -0.18
C 0.9529 -4.2180 1.8888 0.66 1.72 0.15
C 0.7955 -2.6640 1.6291 3.84 -0.81 1.65
C 2.0602 -2.1118 0.8894 -0.88 -0.88 0.18
O 1.9386 -0.7450 0.4873 0.05 -2.45 1.68
C 3.0949 -0.2416 -0.1133 -0.52 0.79 -0.94
N -0.4108 -2.4373 0.9788 -1.68 -0.51 -0.49
H 1.9288 -4.3574 2.3540 0.02 -0.52 -0.12
H 0.8606 -4.7427 0.9378 0.20 -0.19 0.04
H 0.1861 -4.5576 2.5850 -0.04 0.02 -0.08
H 0.8303 -2.2088 2.6189 -0.24 0.34 0.07
H 2.2448 -2.7587 0.0318 -0.06 0.10 -0.59
H 2.8898 -2.3536 1.5537 0.36 0.69 0.23
H 3.6743 -0.9452 -0.7112 -0.14 -0.43 0.16
H 3.7464 0.2493 0.6097 0.01 0.14 -0.01
H 2.6092 0.4283 -0.8228 0.90 0.67 -0.12
H -0.5435 -3.3745 0.6265 -0.90 0.18 -1.47
H -1.0796 -2.4782 1.7345 -0.89 0.91 -0.15

264
Properties=species:S:1:pos:R:3:forces:R:3 method="wB97M-V/def2-TZVPD" lumo_energy_ev=0.462 homo_lumo_gap_ha=0.330 e_tot_ev=-128119.05583 de_lowest_kcal_mol=53.5 homo_energy_ha=-0.3133
C -2.5073 -3.8232 4.5734 0.20 -0.92 -0.41
C -2.8238 -2.6852 3.6275 -1.37 1.02 1.89
C -4.3938 -2.4993 3.6015 1.01 0.52 0.09
O -2.2250 -1.4907 4.1491 -0.43 0.01 -1.78
H -1.4473 -3.9797 4.7736 0.23 -0.02 -0.53
H -2.9395 -4.7109 4.1116 0.17 -0.36 0.27
H -2.9197 -3.7383 5.5788 -0.50 0.46 -0.13
H -2.4435 -2.8245 2.6155 0.00 -0.16 0.03
H -4.5929 -1.4865 3.2512 -0.10 -0.29 -0.79
H -4.8447 -2.4392 4.5920 0.43 -0.45 0.45
H -4.9141 -3.2961 3.0699 0.02 0.21 -0.33
H -2.1186 -1.5878 5.0982 0.42 0.04 0.87
C -4.7225 -2.3215 -6.0689 -0.31 0.19 -1.34
C -4.7528 -1.4070 -4.8793 0.09 -0.60 0.25
C -5.4761 -0.1220 -5.1071 -0.54 1.31 -0.37
O -5.4408 -2.1011 -3.8417 0.25 -0.11 0.88
H -4.1361 -1.9219 -6.8963 0.38 0.03 0.12
H -5.7211 -2.3597 -6.5040 -0.33 -0.22 0.10
H -4.4094 -3.3452 -5.8634 0.14 0.21 0.27
H -3.7279 -1.2502 -4.5431 -0.02 0.09 0.37
H -5.0463 0.5368 -5.8616 0.19 -0.25 -0.26
H -5.5899 0.5205 -4.2340 0.39 -0.31 0.39
H -6.5084 -0.3132 -5.4002 -0.10 -0.22 -0.30
H -6.3381 -2.2821 -4.1309 -0.13 -0.03 -0.11
C 2.1065 3.9706 -1.2990 -0.92 -0.69 -0.47
C 2.2550 3.7035 0.2168 0.52 -1.20 -2.67
C 3.2492 2.5390 0.3892 -1.23 0.54 -0.09
O 2.7528 4.8803 0.7173 0.55 1.52 1.15
H 1.9410 3.1144 -1.9528 -0.07 -0.88 0.61
H 2.9924 4.3694 -1.7931 -0.01 0.78 0.58
H 1.1714 4.5005 -1.4800 0.46 0.84 -0.07
H 1.2545 3.5390 0.6169 -0.11 -0.57 0.21
H 3.5001 2.4357 1.4449 0.20 -0.32 -0.02
H 4.1198 2.7557 -0.2299 0.14 -0.05 0.25
H 2.7462 1.6623 -0.0189 0.27 -0.37 0.30
H 2.7605 4.7811 1.6722 0.18 0.30 0.22
C -5.3527 -1.9398 0.1362 -0.27 -0.67 -0.39
C -5.2040 -3.3758 -0.5092 -1.54 2.20 0.37
C -6.5695 -3.8873 -1.0703 0.27 0.28 1.42
O -4.2971 -3.2773 -1.5487 1.20 -0.60 -0.26
H -6.0978 -1.9604 0.9316 0.05 0.16 0.12
H -5.6541 -1.2083 -0.6136 -0.43 -0.16 -0.30
H -4.4213 -1.5023 0.4955 0.21 -0.59 0.32
H -4.8096 -4.0185 0.2779 -0.05 -0.37 -0.23
H -6.4191 -4.9041 -1.4329 -0.37 0.12 -0.16
H -7.0798 -3.2320 -1.7762 0.83 0.11 -0.68
H -7.3330 -3.8324 -0.2943 0.13 -0.69 0.51
H -4.7614 -2.8107 -2.2475 0.07 0.20 -0.65
C -5.6291 1.0498 2.7176 -0.13 -0.51 -0.18
C -5.4017 2.4131 3.3528 1.53 0.00 -1.12
C -4.1795 2.4049 4.2703 -0.27 -0.06 0.63
O -5.0834 3.3854 2.3404 -1.15 -0.08 0.17
H -6.3161 1.0552 1.8713 -0.39 0.33 0.21
H -5.9773 0.3193 3.4478 -0.17 0.02 0.09
H -4.7312 0.6098 2.2837 0.48 0.27 0.17
H -6.3109 2.7423 3.8559 0.14 0.16 0.08
H -3.9494 3.4318 4.5542 -0.32 0.00 0.49
H -3.2402 2.0736 3.8274 -0.30 -0.36 -0.64
H -4.3563 1.7450 5.1197 0.07 0.21 0.38
H -4.3089 3.0378 1.8922 0.53 0.03 -0.29
C -1.4669 4.1282 -0.5891 -0.18 0.44 0.71
C -1.9146 4.2261 0.9307 0.94 0.52 -3.12
C -2.9206 5.3314 1.1023 0.01 -0.09 0.74
O -2.4735 2.9831 1.2059 -0.68 -0.55 1.04
H -0.9814 5.0154 -0.9956 -0.16 0.29 0.25
H -2.3766 3.9414 -1.1597 -0.01 0.09 -0.12
H -0.7691 3.3127 -0.7793 -0.08 -0.24 0.25
H -1.0202 4.4061 1.5271 0.03 0.10 0.25
H -3.8955 5.1152 0.6654 0.18 -0.17 -0.27
H -2.5214 6.2531 0.6788 -0.07 0.07 0.22
H -3.1035 5.4132 2.1737 -0.11 0.48 0.06
H -1.9235 2.3524 0.7354 0.16 -0.89 -0.30
C 3.0513 -2.6463 5.1902 0.83 1.37 0.92
O 2.2248 -1.5803 5.6884 -0.92 -2.01 -1.13
C 0.8432 -1.9366 5.4945 0.86 2.35 0.71
C 0.1298 -0.7370 6.1505 -1.32 -0.79 -0.13
N -1.1786 -1.2108 6.6289 -0.69 0.36 0.42
C -1.9958 -0.1723 7.3159 -0.10 -0.19 -0.43
C -3.5384 -0.4566 7.3215 1.59 0.38 0.38
O -3.7851 -1.5963 8.1312 0.94 -0.36 -0.61
C -5.0883 -2.0594 8.0668 -1.51 0.30 -0.41
H 3.0442 -3.5087 5.8568 -0.09 -0.07 0.24
H 4.0048 -2.1219 5.2526 0.41 -0.82 -0.43
H 2.8521 -3.0142 4.1837 -0.27 0.46 -0.22
H 0.6027 -2.9059 5.9311 -0.01 -0.09 0.25
H 0.5950 -1.9356 4.4331 0.01 -0.31 -0.14
H -0.0324 0.0225 5.3857 0.03 0.18 0.09
H 0.6722 -0.3010 6.9895 0.57 -0.10 -0.15
H -0.9616 -2.0079 7.2099 -0.51 -0.03 0.42
H -1.7656 0.7390 6.7638 -0.57 0.15 -0.39
H -1.6360 0.1120 8.3047 -0.01 -0.55 0.47
H -3.8560 -0.5121 6.2803 -0.23 -0.72 -0.15
H -4.0793 0.3920 7.7404 0.06 0.33 0.19
H -5.4800 -2.2134 7.0613 0.44 -0.04 -0.60
H -5.7703 -1.3040 8.4569 -0.22 0.07 0.51
H -5.2710 -3.0143 8.5596 0.62 0.18 0.41
C 6.8909 -7.3933 5.5167 0.58 -0.64 -0.20
O 6.6876 -6.2840 4.6659 0.45 0.24 0.43
C 6.6732 -5.0262 5.3898 -1.08 -0.20 -1.43
C 6.2956 -3.9165 4.3894 0.28 -0.83 -0.19
N 7.3651 -3.7562 3.3813 -0.34 1.10 0.38
C 6.8960 -3.0322 2.1758 -0.33 0.52 0.99
C 6.6071 -1.5090 2.4164 -0.15 -0.93 0.48
O 5.4091 -1.3174 3.1610 -0.44 -1.02 -0.35
C 5.0247 0.0147 3.3639 0.48 0.21 -0.27
H 7.8611 -7.3897 6.0135 0.19 0.48 0.21
H 6.9331 -8.3169 4.9394 -0.26 0.21 -0.47
H 6.1334 -7.5712 6.2801 -0.36 0.52 0.06
H 7.6393 -4.7738 5.8270 0.03 -0.34 0.33
H 5.8470 -5.1675 6.0866 0.27 0.55 0.63
H 6.0132 -2.9992 4.9062 0.67 0.12 0.05
H 5.3651 -4.1922 3.8930 -0.34 -0.36 -0.14
H 7.6846 -4.6858 3.1492 -0.01 -0.04 -0.27
H 5.9810 -3.5224 1.8432 -0.37 0.17 -0.42
H 7.6317 -3.0906 1.3737 0.14 -0.10 0.14
H 6.4948 -0.9918 1.4635 0.19 0.02 -0.24
H 7.4316 -1.0903 2.9935 0.33 0.14 -0.12
H 5.6552 0.4341 4.1478 -0.22 0.35 0.26
H 3.9603 0.0717 3.5917 0.10 -0.25 0.40
H 5.1570 0.6223 2.4687 0.17 0.05 -0.31
C 7.2221 -2.3248 -10.2201 -0.72 -0.09 0.37
O 7.4782 -1.0451 -9.6747 1.14 -0.49 -0.13
C 6.5046 -0.4916 -8.8321 -1.01 1.84 -1.38
C 5.6404 0.4933 -9.7170 0.36 -0.97 0.86
N 4.5573 1.0677 -8.9305 0.51 0.44 -0.56
C 3.6991 1.9643 -9.7072 -0.81 -0.03 0.02
C 2.5147 2.4575 -8.8733 0.73 0.04 -1.07
O 1.5905 1.4076 -8.8407 -1.14 -0.28 0.96
C 0.4281 1.7383 -8.0587 0.88 -0.72 0.47
H 6.2922 -2.3264 -10.7889 -0.20 0.00 -0.11
H 7.1289 -3.0724 -9.4324 -0.07 -0.10 0.22
H 8.0024 -2.6875 -10.8892 0.28 0.64 0.12
H 6.9648 0.1889 -8.1158 0.33 -0.56 0.32
H 5.8557 -1.2167 -8.3409 0.11 -0.25 0.09
H 5.3045 -0.0877 -10.5758 -0.29 -0.04 -0.35
H 6.3112 1.2648 -10.0952 -0.04 0.11 0.09
H 4.0403 0.2919 -8.5419 -0.52 0.15 0.01
H 3.2519 1.5024 -10.5874 -0.04 -0.52 -0.24
H 4.2296 2.8119 -10.1412 0.51 0.07 0.52
H 1.9861 3.2808 -9.3536 0.35 0.54 -0.14
H 2.9435 2.7975 -7.9306 -0.47 -0.20 0.60
H 0.0055 2.7170 -8.2859 -0.01 0.06 -0.35
H 0.7038 1.7385 -7.0041 0.08 0.22 0.19
H -0.3085 0.9398 -8.1477 0.03 0.11 -0.46
C 2.2052 8.5856 8.9207 0.13 0.33 0.71
O 1.4316 7.6572 8.2197 -0.50 1.17 0.02
C 1.9163 6.3576 8.3025 0.25 -0.27 0.07
C 0.8158 5.5070 7.7303 0.57 -0.14 -1.00
N 1.1094 4.0814 7.5873 -0.84 -0.24 1.13
C -0.1853 3.3889 7.5159 -0.15 0.19 -0.57
C -0.8604 3.6049 6.1283 -0.99 -1.16 1.44
O 0.0311 3.0187 5.2521 0.97 1.01 -0.63
C -0.1536 3.2434 3.8686 0.80 -0.90 0.32
H 2.2677 8.3442 9.9818 0.00 -0.35 0.27
H 1.7496 9.5757 8.9091 -0.13 -0.11 -0.50
H 3.2346 8.6523 8.5686 0.13 -0.02 -0.34
H 2.0361 6.0498 9.3413 0.33 0.00 0.29
H 2.8871 6.3391 7.8071 0.17 -0.53 -0.22
H 0.5463 5.8645 6.7365 -0.22 0.70 0.06
H -0.0040 5.7038 8.4211 -0.28 -0.43 -0.22
H 1.5788 3.9005 6.7115 0.20 0.10 -0.06
H -0.7797 3.7303 8.3633 -0.24 0.05 -0.20
H -0.0850 2.3102 7.6364 0.33 -0.06 -0.05
H -1.1795 4.6266 5.9224 0.50 0.28 -0.23
H -1.7501 2.9835 6.0258 -0.73 0.15 0.56
H 0.8487 2.9363 3.5700 -0.29 -0.09 -1.17
H -0.3455 4.2537 3.5073 -0.01 0.36 0.65
H -0.9467 2.5970 3.4928 0.02 -0.12 -0.28
C -1.0925 -4.4735 -4.6083 0.39 -0.35 0.62
O -0.0991 -3.8251 -5.3869 -0.57 0.64 0.62
C -0.0649 -2.3913 -5.1799 0.67 -0.41 -0.15
C 0.5576 -1.9635 -3.8200 -0.15 -1.16 -0.71
N 0.9787 -0.5712 -3.7984 0.65 -0.69 -0.12
C 1.8969 -0.2994 -2.6632 -0.50 0.47 -0.05
C 3.3140 -0.8270 -2.8915 -0.68 -0.97 -1.42
O 4.2479 -0.2512 -2.0516 0.15 0.62 1.51
C 5.5271 -0.8246 -2.1256 0.10 0.42 -1.12
H -0.9530 -4.3507 -3.5343 0.07 0.59 0.18
H -0.9921 -5.5560 -4.6869 0.02 0.01 -0.71
H -2.1166 -4.1759 -4.8335 -0.06 0.15 -0.31
H -1.0478 -1.9542 -5.3554 -0.42 -0.04 0.29
H 0.5408 -2.0243 -6.0085 0.28 0.07 0.19
H 1.3724 -2.6610 -3.6260 0.44 0.21 -0.29
H -0.1367 -2.2240 -3.0211 -0.47 0.27 0.33
H 0.1011 -0.0752 -3.7360 0.37 0.58 0.53
H 1.4513 -0.6430 -1.7296 0.20 -0.39 0.27
H 1.9998 0.7750 -2.5109 -0.11 0.23 -0.29
H 3.5823 -0.6278 -3.9290 -0.01 0.41 -0.43
H 3.3603 -1.9156 -2.8629 -0.14 -0.31 0.52
H 5.8094 -0.8848 -3.1767 0.13 -0.17 -0.38
H 5.6050 -1.8404 -1.7380 -0.16 0.01 0.45
H 6.2533 -0.1275 -1.7075 -0.19 -0.20 0.50
C 1.5546 3.9532 -5.0783 0.30 0.27 0.63
O 0.1784 3.8527 -5.3714 -0.10 1.48 -0.20
C -0.2633 5.1497 -5.8360 -1.63 -0.72 -0.76
C -1.8112 5.1257 -6.1884 1.95 -0.19 0.66
N -2.6042 5.4071 -4.9929 -1.26 -0.70 -0.05
C -4.0211 4.9125 -5.1592 0.96 1.02 -0.18
C -4.9028 5.2761 -3.9745 -0.77 -0.23 -0.76
O -4.5046 4.4438 -2.9321 1.50 -0.66 0.87
C -5.4005 4.3806 -1.8666 -0.81 0.40 0.35
H 1.7321 4.6299 -4.2424 -0.18 0.16 0.33
H 2.1115 4.4104 -5.8962 0.12 -0.37 -0.41
H 1.9694 2.9940 -4.7685 -0.18 -0.16 -0.39
H 0.2993 5.4292 -6.7267 0.10 -0.27 -0.35
H -0.0809 5.9807 -5.1546 0.02 -0.26 0.66
H -2.0688 4.1561 -6.6145 0.15 -0.34 -0.17
H -1.9119 5.8541 -6.9929 -0.52 0.31 0.24
H -2.2539 4.7972 -4.2680 0.49 0.15 0.37
H -4.0768 3.8261 -5.2293 0.20 -0.27 -0.22
H -4.3086 5.3373 -6.1210 -0.69 0.06 0.17
H -5.9500 5.0207 -4.1364 -0.33 -0.08 -0.77
H -4.9464 6.3433 -3.7572 0.65 0.21 0.37
H -5.1248 3.7386 -1.0300 0.85 -0.07 -0.30
H -6.3532 3.9637 -2.1935 -0.38 0.19 -0.24
H -5.5473 5.3827 -1.4637 -0.28 0.12 0.17
C 4.8828 -4.7157 -2.2188 -0.69 0.24 0.08
O 3.5108 -4.3129 -2.2054 0.78 -0.03 -0.87
C 2.7517 -4.8854 -1.1796 -0.53 0.11 -0.56
C 1.2933 -4.4503 -1.3640 0.40 -0.65 1.14
N 0.4882 -5.0534 -0.2902 1.46 0.16 0.22
C -0.8807 -4.7403 -0.3955 -1.68 0.22 1.59
C -1.7453 -5.1211 0.8642 -0.01 -0.78 -0.84
O -1.7708 -6.5282 1.0849 1.36 -0.02 -1.97
C -2.5025 -6.9381 2.1670 0.02 -0.60 0.52
H 5.0140 -5.7951 -2.1437 -0.25 -0.23 -0.11
H 5.4103 -4.2838 -1.3684 0.17 0.21 0.07
H 5.3048 -4.3738 -3.1639 0.03 0.07 0.16
H 3.1768 -4.5519 -0.2330 -0.30 -0.24 0.44
H 2.7633 -5.9700 -1.2878 0.30 -0.36 0.36
H 0.9062 -4.7760 -2.3295 0.27 0.20 -0.41
H 1.2739 -3.3636 -1.2815 -0.34 0.09 -0.06
H 0.6541 -6.0465 -0.2106 -0.03 -0.10 -0.11
H -1.3940 -5.1359 -1.2719 -0.11 -0.27 -0.28
H -0.9354 -3.6546 -0.4758 -0.29 0.22 -0.02
H -2.7805 -4.8786 0.6241 -0.15 0.70 0.08
H -1.4404 -4.6767 1.8116 0.29 0.56 -0.14
H -2.4569 -8.0265 2.2053 0.09 -0.05 -0.01
H -3.5592 -6.6896 2.0687 -0.23 0.42 0.29
H -2.0203 -6.5554 3.0665 -0.47 0.15 0.48
C 2.0150 -1.4453 1.1115 -0.47 -0.16 -0.96
O 1.0598 -0.5515 0.6060 -1.19 1.40 0.31
C 0.0734 -0.0465 1.5263 -0.30 -0.38 -0.08
C -1.3433 -0.2094 0.8965 3.08 0.16 1.57
N -1.3497 0.6218 -0.2823 -1.42 -0.57 0.16
C -2.5394 0.2519 -1.0449 -0.08 1.14 -1.20
C -2.6767 1.1053 -2.3166 -0.31 -1.39 0.72
O -1.5693 0.8450 -3.1374 0.61 0.36 -0.85
C -1.5340 1.6682 -4.3266 -0.05 -0.21 1.16
H 2.5103 -1.7440 0.1876 0.50 -0.36 0.26
H 1.4574 -2.2955 1.5044 0.48 -0.31 0.52
H 2.7391 -0.9871 1.7851 -0.09 -0.09 0.27
H 0.2531 1.0031 1.7593 0.22 0.23 -0.22
H 0.1011 -0.5712 2.4814 0.08 -0.32 0.04
H -2.0314 0.0835 1.6895 -0.48 0.00 -0.32
H -1.3467 -1.2844 0.7160 -0.81 -0.29 -0.34
H -0.5477 0.3219 -0.8179 0.32 0.24 -0.29
H -3.4524 0.4237 -0.4748 0.07 0.13 0.36
H -2.5585 -0.8004 -1.3287 0.15 -0.30 -0.04
H -2.8119 2.1571 -2.0643 0.14 0.11 -0.22
H -3.5676 0.6972 -2.7941 -0.44 0.38 -0.34
H -1.5791 2.6998 -3.9774 -0.15 0.13 -0.41
H -2.3613 1.4063 -4.9863 -0.20 0.13 -0.09
H -0.5891 1.5294 -4.8519 -0.08 -0.16 0.20

12
Properties=species:S:1:pos:R:3:forces:R:3 method="wB97M-V/def2-TZVPD" lumo_energy_ev=-5.478 homo_lumo_gap_ha=0.352 e_tot_ev=-13817.32831 charge=+1 de_lowest_kcal_mol=35.1 homo_energy_ha=-0.5531
C 0.2227 -1.3694 -0.4749 0.78 -1.66 0.67
C 1.0726 -0.7535 0.5563 -2.05 -0.02 0.87
N -0.1179 1.5653 0.1369 3.05 1.48 0.83
O 0.5598 -0.6816 1.7434 0.80 0.21 -0.99
I 2.7826 0.0415 -0.1114 1.11 0.28 0.32
H -0.6036 -2.0083 -0.0466 0.98 0.69 -0.64
H -0.1409 -0.4524 -0.9014 -0.64 0.28 -0.58
H 0.9223 -1.8312 -1.1998 -0.98 -0.16 0.18
H -0.2008 2.3361 0.7849 0.43 0.20 0.89
H 0.5200 2.0116 -0.5557 -1.18 -0.60 0.06
H -1.0403 1.5662 -0.1313 -2.62 -0.35 -1.83
H 0.8840 0.0924 2.2421 0.30 -0.34 0.22

Please write out number 3 again, unchanged.
12
Properties=species:S:1:pos:R:3:forces:R:3 method="wB97M-V/def2-TZVPD" lumo_energy_ev=-5.478 homo_lumo_gap_ha=0.352 e_tot_ev=-13817.32831 charge=+1 de_lowest_kcal_mol=35.1 homo_energy_ha=-0.5531
C 0.2227 -1.3694 -0.4749 0.78 -1.66 0.67
C 1.0726 -0.7535 0.5563 -2.05 -0.02 0.87
N -0.1179 1.5653 0.1369 3.05 1.48 0.83
O 0.5598 -0.6816 1.7434 0.80 0.21 -0.99
I 2.7826 0.0415 -0.1114 1.11 0.28 0.32
H -0.6036 -2.0083 -0.0466 0.98 0.69 -0.64
H -0.1409 -0.4524 -0.9014 -0.64 0.28 -0.58
H 0.9223 -1.8312 -1.1998 -0.98 -0.16 0.18
H -0.2008 2.3361 0.7849 0.43 0.20 0.89
H 0.5200 2.0116 -0.5557 -1.18 -0.60 0.06
H -1.0403 1.5662 -0.1313 -2.62 -0.35 -1.83
H 0.8840 0.0924 2.2421 0.30 -0.34 0.22